Here is a molecular structure, C30H35BrCoN6O3 from the Open Molecules 2025 dataset. Energies are from the ωB97M-V functional and the def2-TZVPD basis.

Output
LUMO level (alpha / beta) ... -0.210 / -0.209 hartree
Energy above the lowest of the compared OMol25 structures with the same formula, charge and spin ... 0.0 kJ/mol
DFT total energy ... -5674.823016 Eh
HOMO energy (alpha / beta) ... -0.4824 / -0.4819 Eh
Multiplicity ... 2
Frontier orbital gap (alpha / beta) ... 7.4 / 7.4 eV
Net charge ... +2

CARTESIAN COORDINATES (ANGSTROEM)
Co (0.630, -0.144, 0.107)
C (-0.843, -2.524, 0.981)
C (-0.163, -2.071, 2.257)
N (0.007, -0.615, 2.223)
C (-1.211, 0.151, 2.479)
C (-1.939, 0.536, 1.212)
C (-3.258, 0.958, 1.230)
C (-3.845, 1.370, 0.046)
C (-3.101, 1.353, -1.123)
C (-1.791, 0.910, -1.071)
C (-0.905, 0.893, -2.295)
N (0.201, -0.059, -2.171)
C (-0.144, -1.428, -2.576)
C (-0.836, -2.164, -1.439)
N (-0.069, -2.042, -0.181)
N (-1.237, 0.499, 0.075)
H (-1.846, -2.099, 0.907)
H (-0.956, -3.611, 0.964)
H (0.832, -2.518, 2.328)
H (-0.738, -2.406, 3.126)
H (0.723, -0.338, 2.880)
H (-0.919, 1.079, 2.974)
H (-1.898, -0.372, 3.154)
H (-3.811, 0.959, 2.159)
H (-4.877, 1.696, 0.032)
H (-3.532, 1.661, -2.066)
H (-0.475, 1.891, -2.423)
H (-1.518, 0.694, -3.181)
H (0.982, 0.294, -2.710)
H (0.775, -1.946, -2.853)
H (-0.783, -1.448, -3.465)
H (-0.989, -3.212, -1.711)
H (-1.823, -1.739, -1.252)
H (0.763, -2.625, -0.242)
O (6.618, -1.284, -0.673)
C (5.311, -1.166, -0.450)
C (4.321, -1.714, -1.266)
C (3.011, -1.496, -0.921)
N (2.591, -0.794, 0.152)
C (3.570, -0.311, 0.931)
Br (3.125, 0.605, 2.510)
C (4.918, -0.454, 0.676)
H (6.806, -1.823, -1.452)
H (4.564, -2.296, -2.145)
H (2.235, -1.898, -1.553)
H (5.659, -0.039, 1.342)
C (-2.450, 3.720, 4.600)
O (-1.723, 3.630, 3.371)
C (-0.364, 3.666, 3.446)
C (0.370, 3.535, 4.615)
C (1.757, 3.633, 4.562)
C (2.407, 3.854, 3.359)
C (1.678, 3.961, 2.185)
C (0.301, 3.862, 2.231)
N (-0.538, 4.159, 1.121)
C (-0.280, 4.259, -0.157)
C (0.787, 3.752, -0.938)
C (1.081, 4.490, -2.119)
C (2.060, 4.097, -2.982)
C (2.750, 2.901, -2.706)
C (2.442, 2.121, -1.622)
C (1.434, 2.498, -0.690)
O (1.040, 1.739, 0.272)
H (-2.316, 2.817, 5.197)
H (-3.495, 3.825, 4.323)
H (-2.131, 4.592, 5.172)
H (-0.125, 3.390, 5.564)
H (2.326, 3.555, 5.479)
H (3.483, 3.955, 3.330)
H (2.179, 4.154, 1.247)
H (-1.436, 4.525, 1.420)
H (-1.022, 4.854, -0.683)
H (0.532, 5.404, -2.307)
H (2.304, 4.688, -3.852)
H (3.538, 2.580, -3.377)
H (2.981, 1.202, -1.445)